Below is C31H24Cl2N5O2SV as an isolated structure, with properties calculated with ωB97M-V/def2-TZVPD.

## Properties
Highest occupied orbital energy (spin up / spin down) (Eh): -0.3430 / -0.3745
E_tot (eV): -105644.8841
Orbital gap (spin up / spin down) (eV): 5.70 / 6.49

The geometry in ORCA input format:
```
! RIJCOSX wB97M-V def2-TZVPD def2/J DEFGRID3
* xyz 1 4
V 9.63038 8.77387 9.93002
C 7.32922 10.74919 6.85662
C 7.06377 12.06361 7.42535
C 7.63749 12.35129 8.64222
C 8.38708 11.41864 9.41591
N 8.59883 10.17954 8.84431
C 8.08434 9.90064 7.62148
C 9.07125 11.62967 10.64842
C 9.21426 12.84069 11.34850
C 10.11533 12.87487 12.40644
C 10.79850 11.74177 12.77050
C 10.46733 10.50679 12.15759
N 9.58191 10.44570 11.14457
C 11.24107 9.32848 12.36957
C 12.34392 9.24675 13.30126
C 13.03682 8.04840 13.44329
C 12.53276 6.94194 12.71442
C 11.56730 7.12581 11.73967
N 10.85988 8.29057 11.54993
H 6.99172 10.48347 5.84054
H 6.42257 12.76100 6.83916
H 7.47472 13.35151 9.05788
H 8.38870 8.90471 7.21136
H 8.44531 13.63590 11.26185
H 10.18044 13.86994 12.90572
H 11.53557 11.78081 13.58499
H 12.69852 10.14800 13.82435
H 13.99572 8.02900 13.99172
H 12.78458 5.93599 12.97982
H 11.15291 6.27668 11.17920
Cl 5.38311 6.10152 11.62196
C 5.35500 7.89561 11.32606
Cl 6.96836 8.72900 11.75544
H 4.61354 8.37563 11.95194
H 5.17763 8.22955 10.30072
O 11.61652 11.27814 9.16888
S 11.83060 10.34540 8.13001
O 11.41286 10.80202 6.82729
N 11.05673 8.91281 8.51779
C 11.11184 7.80990 7.64707
C 11.98609 7.48922 6.62056
C 11.76864 6.37542 5.77508
C 10.62511 5.60978 5.86966
C 9.80116 5.85065 6.94599
C 8.67114 5.01437 7.15894
C 7.74493 5.30639 8.16426
C 7.89634 6.44851 8.90394
N 9.05331 7.19843 8.78240
C 9.97158 6.95830 7.82572
C 13.61522 10.02066 8.15223
C 14.20992 8.92790 8.70119
C 15.56958 8.94346 8.84888
C 16.33275 10.05456 8.49584
C 15.72314 11.18279 8.01610
C 14.36685 11.13434 7.72735
H 12.78792 8.20111 6.46119
H 12.66280 6.15688 5.20331
H 10.56509 4.76097 5.21434
H 8.52642 4.13118 6.50001
H 7.07831 4.55084 8.65425
H 7.30599 6.74892 9.72641
H 13.63017 8.03377 8.92693
H 16.04012 8.11961 9.43033
H 17.43357 9.98283 8.59864
H 16.30015 11.99346 7.57529
H 13.84392 12.00318 7.37389
*
```

Mulliken population analysis, charges in e, atoms 1 to 8: -0.33, -0.93, -0.54, -0.84, 0.73, 0.81, -0.01, 0.56

=====

Below is C31H24FN3O5Pd as an isolated structure, with properties calculated with ωB97M-V/def2-TZVPD.

## Properties
Highest occupied orbital energy (Eh): -0.2743
E_tot (eV): -53441.7866
Orbital gap (eV): 6.86

The geometry in ORCA input format:
```
! RIJCOSX wB97M-V def2-TZVPD def2/J DEFGRID3
* xyz 0 1
Pd 1.10509 -0.65340 0.88453
C 3.61284 1.13596 0.15576
O 3.04783 0.23696 1.11645
C 3.31356 0.43926 2.45000
C 4.42938 1.12224 2.90526
C 4.64556 1.23323 4.27135
C 3.75530 0.66914 5.17402
C 2.63198 0.00130 4.71384
C 2.40328 -0.10518 3.35265
N 1.22561 -0.72494 2.79972
N 0.40840 -1.20396 3.62820
C -0.74223 -1.82196 3.27299
C -1.12379 -2.13685 1.93937
O -0.45661 -1.88868 0.88054
C -2.37527 -2.84203 1.74845
C -3.15683 -3.17504 2.78953
C -2.79930 -2.87440 4.15102
C -3.63676 -3.24711 5.21370
C -3.28897 -2.96113 6.51072
C -2.08278 -2.29336 6.76021
C -1.25134 -1.92191 5.73021
C -1.59199 -2.20456 4.39616
H 4.68963 0.98127 0.09188
H 3.37116 2.16224 0.42945
H 3.14210 0.88237 -0.78832
H 5.12508 1.56165 2.20541
H 5.51711 1.76544 4.62786
H 3.92410 0.75690 6.23834
H 1.91372 -0.42439 5.39836
H -2.65190 -3.06152 0.72647
H -4.09994 -3.68159 2.61469
H -4.56379 -3.76263 4.99228
H -3.93595 -3.24656 7.32915
H -1.79785 -2.06350 7.77916
H -0.32687 -1.40566 5.94297
C -2.87792 3.20863 -4.17557
C -1.63645 2.60345 -4.81343
C -1.99626 1.78749 -6.04304
C -0.75460 1.18488 -6.67168
C -0.02630 0.34727 -5.65985
C 0.73048 -0.73451 -6.03519
C 1.39341 -1.49306 -5.07224
F 2.12196 -2.54447 -5.49514
C 1.31840 -1.20907 -3.74405
C 0.55441 -0.10263 -3.33272
C 0.48881 0.21779 -1.90522
O 1.05759 -0.60907 -1.13049
C -0.21308 1.39485 -1.55395
C -0.87847 2.05775 -2.55079
N -0.88787 1.74394 -3.85334
C -0.12214 0.66645 -4.28626
C -0.31246 2.05521 -0.15658
O -1.19515 2.90950 -0.04019
O 0.55401 1.68462 0.67597
H -3.48944 3.65376 -4.96024
H -2.65273 3.99145 -3.45487
H -3.46917 2.44073 -3.67448
H -0.95484 3.40571 -5.11681
H -2.51461 2.43948 -6.74632
H -2.69540 0.99660 -5.75362
H -0.09858 1.98784 -7.02381
H -1.00550 0.57771 -7.54169
H 0.81555 -1.01110 -7.07853
H 1.82259 -1.81298 -3.00477
H -1.45580 2.91419 -2.23348
*
```

Mulliken population analysis, charges in e, atoms 1 to 8: 0.72, -0.83, -0.26, 0.92, -0.57, -0.59, -0.87, -0.12

=====

Below is C31H24N5Y as an isolated structure, with properties calculated with ωB97M-V/def2-TZVPD.

## Properties
Highest occupied orbital energy (Eh): -0.4872
E_tot (eV): -41019.8459
Orbital gap (eV): 6.94

The geometry in ORCA input format:
```
! RIJCOSX wB97M-V def2-TZVPD def2/J DEFGRID3
* xyz 2 1
Y 0.72363 0.30637 0.40245
C -0.69576 -4.06554 1.38037
C -0.18538 -2.80178 2.00709
C -1.00384 -1.67549 2.13195
C -0.55395 -0.53704 2.80136
C 0.75391 -0.47641 3.28551
C 1.58846 -1.58370 3.13213
C 1.11129 -2.73423 2.51880
H -1.53339 -3.87483 0.71057
H -1.04874 -4.74633 2.15768
H 0.09000 -4.58511 0.83155
H -2.02072 -1.70294 1.75728
H -1.23337 0.29112 2.95994
H 1.09442 0.39681 3.82813
H 2.59298 -1.56398 3.53628
H 1.75568 -3.60207 2.43979
C 0.83183 3.95706 3.35504
C 1.29217 3.06685 2.37812
N 0.49155 2.38797 1.57488
C -0.87073 2.57855 1.68075
C -1.41649 3.39643 2.69151
C -0.51825 4.10112 3.52388
C -2.82106 3.48776 2.82796
C -3.62948 2.76829 1.99618
C -3.08477 1.96849 0.96965
C -1.72871 1.89356 0.76383
N -1.09363 1.16009 -0.26445
C -1.32334 1.47377 -1.61486
C -2.42913 2.08380 -2.15151
C -2.52119 2.35134 -3.53587
C -1.51472 2.02306 -4.39258
C -0.33550 1.43520 -3.87634
C 0.78206 1.13183 -4.67821
C 1.92155 0.62323 -4.10934
C 1.94076 0.41429 -2.73078
N 0.91004 0.67134 -1.93770
C -0.23988 1.17471 -2.49360
H 1.54179 4.49366 3.96720
H 2.35802 2.90124 2.26179
H -0.91257 4.75670 4.29061
H -3.23683 4.12270 3.59910
H -4.70390 2.81492 2.11014
H -3.75092 1.40307 0.33193
H -3.25547 2.37353 -1.52073
H -3.41835 2.82490 -3.91068
H -1.58894 2.22249 -5.45294
H 0.73290 1.31767 -5.74409
H 2.79726 0.39491 -4.69914
H 2.83541 0.01817 -2.26058
N 2.95329 -6.06981 -3.50619
C 2.64695 -5.17842 -2.85186
C 2.26351 -4.05942 -2.03742
C 3.17520 -3.48351 -1.15626
C 2.76706 -2.39841 -0.40719
N 1.53538 -1.87691 -0.48791
C 0.66090 -2.45486 -1.32292
C 0.97630 -3.53555 -2.12007
H 4.18018 -3.87010 -1.06470
H 3.45492 -1.93020 0.28778
H -0.33247 -2.01841 -1.37486
H 0.24207 -3.96200 -2.78844
*
```

Mulliken population analysis, charges in e, atoms 1 to 8: 0.99, -1.70, 0.53, -0.15, -0.84, -0.35, -0.66, -0.33

=====

Below is C31H24N8O2S5Ta as an isolated structure, with properties calculated with ωB97M-V/def2-TZVPD.

## Properties
Highest occupied orbital energy (Eh): -0.3931
E_tot (eV): -104277.4370
Orbital gap (eV): 7.02

The geometry in ORCA input format:
```
! RIJCOSX wB97M-V def2-TZVPD def2/J DEFGRID3
* xyz 1 1
Ta -0.76714 -0.82663 1.12290
N 5.40806 3.85098 2.56466
C 4.14381 3.41444 2.36215
C 3.83336 2.61298 1.24914
C 2.55004 2.16471 1.04868
C 1.54650 2.51388 1.95176
C 1.83311 3.31700 3.05917
C 3.11655 3.75717 3.26290
S -0.06471 1.96392 1.72719
O -1.01680 2.98803 1.99188
O -0.14226 1.25945 0.40154
N -0.32765 0.59820 2.55303
C 0.09649 0.08426 3.76193
N 0.50434 0.81057 4.77716
C 0.86701 0.08838 5.84558
C 0.80652 -1.29451 5.87867
C 0.36174 -1.94308 4.73399
N 0.01287 -1.24556 3.66281
H 6.14835 3.60601 1.93356
H 5.64151 4.42098 3.35618
H 4.61216 2.34006 0.54915
H 2.32529 1.53638 0.19756
H 1.05120 3.58671 3.75550
H 3.34237 4.37587 4.12156
H 1.21472 0.64785 6.70538
H 1.10060 -1.84600 6.75829
H 0.29475 -3.02209 4.66261
S 1.65967 -1.14669 0.76951
C 1.35458 -2.85436 0.62180
S -0.24236 -3.27289 1.15843
C 2.23092 -3.71827 0.03945
C 1.84957 -5.07140 -0.20196
N 1.54837 -6.16154 -0.41068
C 3.48594 -3.25002 -0.44768
N 4.48034 -2.84867 -0.86312
S -2.79858 -1.75154 2.17046
C -3.57919 -0.36861 1.41396
C -4.91000 0.01099 1.46840
C -5.28495 1.12137 0.73098
C -4.34527 1.80866 -0.03328
C -3.03747 1.37389 -0.02490
N -2.67586 0.30910 0.69759
H -5.61751 -0.54919 2.06148
H -6.31460 1.45346 0.74529
H -4.62159 2.67373 -0.61733
H -2.25528 1.86770 -0.58374
N -1.00560 -1.08218 -0.97248
S -0.06016 -0.54184 -2.16016
C -1.03716 0.60146 -3.10100
C -2.20637 0.20456 -3.74032
C -2.98060 1.16334 -4.36843
C -2.58118 2.49688 -4.35804
C -1.40944 2.87935 -3.72383
C -0.62674 1.92583 -3.08437
C 0.12024 -1.93171 -3.26045
C 0.45693 -1.71282 -4.59040
C 0.72142 -2.81009 -5.39340
C 0.65855 -4.09480 -4.86658
C 0.32650 -4.29371 -3.53537
C 0.05523 -3.20618 -2.71708
H -1.90698 -1.42192 -1.30072
H -2.49781 -0.83908 -3.76320
H -3.89147 0.87546 -4.87531
H -3.18852 3.24041 -4.85670
H -1.10066 3.91560 -3.72474
H 0.28322 2.20750 -2.56979
H 0.51149 -0.71152 -4.99825
H 0.98129 -2.66220 -6.43248
H 0.87328 -4.94419 -5.50051
H 0.28690 -5.29194 -3.12047
H -0.20189 -3.35189 -1.67553
*
```

Mulliken population analysis, charges in e, atoms 1 to 8: -0.07, -0.46, 1.24, -1.13, -0.20, -0.01, -0.54, -0.89